[1]
{
  "formula": "CH5S2",
  "method": "wB97M-V/def2-TZVPD",
  "elements": ["S", "S", "C", "H", "H", "H", "H", "H"],
  "xyz": [[2.388, 0.772, 2.382], [-1.619, 0.629, -0.107], [-0.514, -0.491, -1.027], [-1.012, 0.527, 1.072], [-1.037, -1.414, -1.273], [0.302, -0.783, -0.377], [1.670, 0.737, 1.245], [-0.179, 0.023, -1.915]],
  "nbo_charge": [-1.057, -0.104, -0.727, 0.162, 0.199, 0.252, 0.066, 0.210],
  "e_above_lowest_ev": 0.304,
  "homo_ev": -2.5,
  "homo_lumo_gap_ha": 0.216,
  "total_charge": -1,
  "e_tot_ha": -837.4915,
  "largest_force_ev_per_a": 0.7
}

[2]
{
  "formula": "C3H6O3",
  "method": "wB97M-V/def2-TZVPD",
  "elements": ["O", "O", "O", "C", "C", "C", "H", "H", "H", "H", "H", "H"],
  "xyz": [[1.049, -0.985, -1.239], [0.826, 1.523, -0.225], [-1.896, 0.926, -0.254], [1.184, -0.758, 0.092], [-1.864, -0.242, 0.067], [1.046, 0.458, 0.623], [1.410, -1.651, 0.665], [-0.134, 1.697, -0.257], [-1.434, -1.017, -0.587], [0.962, -0.101, -1.640], [-2.261, -0.581, 1.040], [1.168, 0.660, 1.683]],
  "nbo_charge": [-0.685, -0.736, -0.561, 0.079, 0.292, -0.010, 0.191, 0.504, 0.133, 0.493, 0.117, 0.182],
  "e_above_lowest_ev": 2.389,
  "homo_ev": -9.0,
  "homo_lumo_gap_ha": 0.351,
  "e_tot_ha": -343.5668,
  "largest_force_ev_per_a": 0.5
}

[3]
{
  "formula": "C39H60CaN2O8P2Si2",
  "method": "wB97M-V/def2-TZVPD",
  "elements": ["Ca", "P", "P", "Si", "Si", "O", "O", "O", "O", "O", "O", "O", "O", "N", "N", "C", "C", "C", "C", "C", "C", "C", "C", "C", "C", "C", "C", "C", "C", "C", "C", "C", "C", "C", "C", "C", "C", "C", "C", "C", "C", "C", "C", "C", "C", "C", "C", "C", "C", "C", "C", "C", "C", "C", "H", "H", "H", "H", "H", "H", "H", "H", "H", "H", "H", "H", "H", "H", "H", "H", "H", "H", "H", "H", "H", "H", "H", "H", "H", "H", "H", "H", "H", "H", "H", "H", "H", "H", "H", "H", "H", "H", "H", "H", "H", "H", "H", "H", "H", "H", "H", "H", "H", "H", "H", "H", "H", "H", "H", "H", "H", "H", "H", "H"],
  "xyz": [[-0.661, -0.195, -0.836], [-0.375, -3.260, -1.881], [1.107, -1.353, -3.421], [3.186, -0.026, 0.992], [1.955, 1.402, 2.385], [-0.213, -0.828, 1.399], [-1.132, -4.725, -2.155], [0.974, -1.466, -1.862], [0.519, 1.837, -1.035], [2.623, -2.159, -3.630], [-1.346, -2.490, -1.065], [-1.359, -0.175, -3.060], [0.884, -3.864, -1.110], [-2.139, 2.466, -0.591], [-2.850, 0.047, 0.505], [-3.869, 0.838, -0.139], [3.668, 1.279, 3.247], [0.033, -2.868, -3.610], [-2.390, -5.530, -4.016], [-0.882, -1.621, 2.128], [3.784, 0.722, -0.629], [4.265, 1.796, 4.396], [-2.324, -1.652, 2.181], [-2.974, -2.554, 3.035], [-2.300, -3.440, 3.848], [0.468, 2.646, -2.013], [2.986, -1.873, 0.718], [-3.370, -3.710, -2.584], [1.438, -6.184, -1.658], [3.354, -1.797, -4.780], [-2.460, -4.931, -2.614], [1.579, 2.859, -2.891], [0.593, 1.033, 3.629], [6.288, 0.577, 3.910], [-3.340, -0.249, -4.422], [-1.961, 3.209, -1.608], [0.383, 4.520, -4.186], [1.532, 3.765, -3.921], [2.777, -2.444, -6.032], [-0.715, 3.413, -2.317], [4.798, -2.219, -4.552], [-3.184, -0.775, 1.414], [-0.900, -3.410, 3.823], [-0.723, 4.313, -3.387], [5.707, 0.056, 2.761], [1.650, 3.135, 1.711], [-1.281, 0.988, -5.159], [5.567, 1.445, 4.727], [-0.220, -2.538, 3.011], [-2.108, 0.543, -3.944], [-3.479, 2.316, -0.084], [0.090, -5.601, 0.427], [1.148, -5.159, -0.572], [4.398, 0.396, 2.422], [-0.445, 1.605, -4.825], [1.792, -7.112, -1.199], [-4.344, -4.000, -2.991], [-1.645, 4.850, -3.596], [3.112, 0.397, -1.425], [3.714, 2.472, 5.044], [-3.379, -5.853, -4.350], [-4.061, -2.548, 3.043], [5.176, -1.768, -3.634], [2.666, -2.052, -0.310], [2.407, 3.882, -4.555], [2.467, 2.266, -2.715], [-4.863, 0.683, 0.313], [-0.834, -5.886, -0.073], [-4.014, 0.351, -5.045], [6.029, 1.843, 5.624], [-0.880, -2.756, -4.193], [3.815, 1.812, -0.613], [1.586, 3.853, 2.536], [-3.495, 2.635, 0.965], [-2.975, -2.892, -3.188], [-0.392, 1.085, 3.167], [-2.819, 3.758, -2.043], [5.432, -1.906, -5.387], [-4.218, 2.918, -0.642], [-3.014, -1.118, -5.006], [0.464, -6.456, 0.998], [0.352, 5.219, -5.013], [4.789, 0.343, -0.847], [3.358, -2.153, -6.913], [1.742, -2.134, -6.190], [3.314, -0.704, -4.900], [-2.886, -5.685, -1.939], [0.863, -2.516, 3.009], [-1.881, 1.561, -5.878], [3.953, -2.357, 0.894], [2.079, -4.987, -0.021], [0.719, 3.146, 1.141], [-0.870, 0.108, -5.664], [2.801, -3.533, -5.936], [0.545, -6.395, -2.242], [-1.715, -6.388, -4.027], [2.239, -2.322, 1.371], [-2.505, 1.481, -3.492], [-0.335, -4.086, 4.459], [4.862, -3.305, -4.453], [2.217, -5.805, -2.322], [-3.491, -3.331, -1.572], [7.304, 0.308, 4.179], [-4.252, -0.858, 1.690], [0.616, -3.714, -3.987], [2.449, 3.447, 1.037], [-3.893, -0.619, -3.554], [0.661, 1.798, 4.412], [-3.917, 0.540, -1.192], [-2.011, -4.788, -4.722], [0.702, 0.053, 4.093], [-0.126, -4.789, 1.123], [-2.836, -4.131, 4.487], [6.278, -0.622, 2.133]],
  "lowdin_charge": [1.366, 0.524, 0.828, 0.602, 0.594, -0.203, -0.253, -0.642, -0.201, -0.356, -0.351, -0.418, -0.186, 0.031, -0.023, -0.227, -0.290, -0.300, -0.060, -0.402, -0.196, -0.107, -0.142, -0.087, -0.145, -0.391, -0.183, -0.062, -0.051, -0.572, -0.462, -0.026, -0.201, -0.124, -0.089, -0.148, -0.151, -0.130, -0.079, -0.160, -0.070, -0.126, -0.129, -0.093, -0.106, -0.204, -0.079, -0.125, -0.045, -0.641, -0.241, -0.036, -0.434, -0.291, 0.054, 0.073, 0.078, 0.094, 0.007, 0.092, 0.070, 0.093, 0.071, 0.010, 0.087, 0.086, 0.102, 0.071, 0.057, 0.084, 0.041, 0.020, 0.017, 0.107, 0.056, 0.025, 0.110, 0.068, 0.099, 0.061, 0.076, 0.073, 0.023, 0.068, 0.062, 0.116, 0.132, 0.094, 0.062, 0.024, 0.135, 0.016, 0.057, 0.076, 0.063, 0.071, 0.003, 0.102, 0.090, 0.073, 0.080, 0.074, 0.085, 0.111, 0.057, 0.022, 0.053, 0.021, 0.110, 0.071, 0.020, 0.074, 0.074, 0.093],
  "e_above_lowest_ev": 0.000,
  "homo_ev": -2.0,
  "homo_lumo_gap_ha": 0.236,
  "total_charge": -2,
  "e_tot_ha": -4173.2157,
  "largest_force_ev_per_a": 0.7
}

[4]
{
  "formula": "C3H6F3OTm",
  "method": "wB97M-V/def2-TZVPD",
  "elements": ["Tm", "F", "F", "F", "O", "C", "C", "C", "H", "H", "H", "H", "H", "H"],
  "xyz": [[-0.116, 0.890, -3.041], [1.558, -2.100, 0.787], [0.310, -3.005, -0.735], [0.944, -4.218, 0.934], [-0.081, 1.259, 0.509], [-0.830, 0.684, -0.567], [0.199, 2.616, 0.349], [0.498, -2.998, 0.593], [-1.019, -0.383, -0.372], [-0.459, -2.809, 1.104], [-1.859, 1.100, -0.503], [0.786, 2.950, 1.215], [-0.728, 3.214, 0.294], [0.796, 2.800, -0.566]],
  "nbo_charge": [1.256, -0.341, -0.341, -0.309, -0.466, -0.499, -0.255, 0.858, 0.203, 0.135, 0.195, 0.230, 0.186, 0.147],
  "e_above_lowest_ev": 0.808,
  "s_squared": 3.77,
  "homo_ev": [-11.5, -12.8],
  "homo_lumo_gap_ha": [0.267, 0.232],
  "total_charge": 1,
  "e_tot_ha": -1577.4982,
  "largest_force_ev_per_a": 2.7,
  "multiplicity": 4
}

[5]
{
  "formula": "C3H5NO2S2",
  "method": "wB97M-V/def2-TZVPD",
  "elements": ["S", "S", "O", "O", "N", "C", "C", "C", "H", "H", "H", "H", "H"],
  "xyz": [[-3.423, -0.919, -0.340], [2.207, -2.080, -0.237], [1.453, 0.363, -0.688], [0.235, -0.812, 0.868], [-0.962, -0.300, 0.352], [-1.847, -1.209, -0.136], [1.005, 1.614, -0.168], [1.268, -0.773, -0.041], [1.760, 2.352, -0.479], [-1.332, 0.446, 1.007], [0.930, 1.577, 0.898], [0.013, 1.879, -0.588], [-1.307, -2.137, -0.449]],
  "nbo_charge": [-0.049, -0.039, -0.488, -0.382, -0.337, -0.112, -0.265, 0.452, 0.213, 0.402, 0.187, 0.201, 0.218],
  "e_above_lowest_ev": 3.482,
  "homo_ev": -9.2,
  "homo_lumo_gap_ha": 0.336,
  "e_tot_ha": -1118.8194,
  "largest_force_ev_per_a": 2.3
}

[6]
{
  "formula": "C33H49BrNP3Pd",
  "method": "wB97M-V/def2-TZVPD",
  "elements": ["Pd", "Br", "P", "P", "P", "N", "C", "C", "C", "C", "C", "C", "C", "C", "C", "C", "C", "C", "C", "C", "C", "C", "C", "C", "C", "C", "C", "C", "C", "C", "C", "C", "C", "C", "C", "C", "C", "C", "C", "H", "H", "H", "H", "H", "H", "H", "H", "H", "H", "H", "H", "H", "H", "H", "H", "H", "H", "H", "H", "H", "H", "H", "H", "H", "H", "H", "H", "H", "H", "H", "H", "H", "H", "H", "H", "H", "H", "H", "H", "H", "H", "H", "H", "H", "H", "H", "H", "H"],
  "xyz": [[-0.317, 0.318, 0.229], [2.760, 1.810, -0.333], [3.178, -0.656, -0.166], [-0.470, -0.551, 2.415], [-1.291, 4.034, 0.506], [-4.695, -2.796, -8.091], [-0.521, -1.159, -2.312], [-0.805, -2.909, 4.002], [-3.618, -3.432, -7.637], [-1.822, -0.477, -4.124], [-0.162, -2.339, 2.738], [5.013, -0.435, 2.015], [-2.448, 3.525, 2.978], [5.932, -1.042, 2.880], [1.339, 0.253, -1.583], [-0.800, -0.178, -3.211], [-1.579, 2.880, 1.898], [-0.066, 0.993, -3.329], [-0.522, 0.332, 5.255], [4.629, -0.333, -1.331], [4.010, -1.219, 1.437], [3.035, -2.326, -0.878], [1.197, 5.472, 0.189], [3.731, -2.520, 1.968], [-2.304, -0.542, 2.421], [-1.622, 2.980, -0.980], [-2.762, 3.538, -1.857], [0.533, 4.209, 0.761], [0.322, 0.173, 3.974], [-2.970, -2.989, -6.478], [-3.401, -1.798, -5.841], [1.073, 1.171, -2.568], [0.504, -0.895, -1.367], [-5.229, -1.755, -7.456], [5.794, -2.396, 3.232], [-2.950, -1.709, 1.711], [-4.634, -1.259, -6.289], [4.647, -3.106, 2.840], [-2.595, -1.115, -4.811], [-0.706, 2.875, -1.579], [-3.035, 2.736, 3.449], [0.925, -2.523, 2.758], [-1.864, -2.636, 4.105], [-3.872, -1.348, 1.251], [6.767, -0.472, 3.289], [-0.937, -0.641, 5.574], [-1.876, 1.963, -0.600], [-2.684, 4.626, -1.998], [2.838, -3.094, 1.675], [-1.866, 4.019, 3.772], [5.110, 0.619, -1.283], [0.779, 1.157, 3.704], [-0.631, 2.458, 2.308], [0.860, 4.004, 1.798], [0.743, -1.745, -0.705], [-2.196, 2.115, 1.407], [1.062, 5.568, -0.898], [-3.277, -4.324, -8.195], [2.280, 5.355, 0.325], [-0.300, -2.563, 4.911], [4.382, -0.508, -2.395], [-0.345, 1.688, -4.092], [-2.357, -2.150, 0.909], [0.794, 3.303, 0.160], [0.919, 6.412, 0.684], [1.177, -0.530, 4.202], [-1.012, -2.122, -2.335], [-2.655, -0.405, 3.452], [4.473, -4.126, 3.221], [1.713, 2.024, -2.748], [6.550, -2.905, 3.844], [0.205, 0.695, 6.020], [2.620, -3.115, -0.245], [4.024, -2.658, -1.238], [-2.548, 0.352, 1.828], [-0.571, -2.845, 1.851], [2.393, -2.222, -1.761], [-3.214, -2.511, 2.396], [-6.157, -1.324, -7.872], [-3.139, 4.243, 2.513], [5.094, 0.602, 1.781], [-1.343, 1.066, 5.115], [-0.734, -4.007, 3.932], [5.301, -1.135, -0.962], [-3.765, 3.293, -1.475], [-5.163, -0.489, -5.737], [-2.177, -3.603, -6.083], [-2.704, 3.075, -2.840]],
  "lowdin_spin": [0.082, 0.456, 0.211, 0.028, 0.536, 0.001, 0.001, 0.002, 0.000, 0.001, 0.004, 0.009, 0.021, -0.001, 0.081, 0.017, 0.066, 0.006, 0.002, 0.000, 0.011, 0.066, 0.009, 0.012, 0.004, 0.097, 0.011, 0.105, 0.005, 0.002, 0.001, 0.013, 0.034, 0.000, 0.013, 0.000, 0.002, -0.001, 0.014, 0.005, 0.000, 0.000, 0.000, 0.000, 0.000, 0.000, 0.007, 0.003, 0.001, 0.001, 0.000, 0.000, 0.011, 0.001, 0.001, 0.003, 0.000, 0.000, 0.002, 0.000, 0.000, -0.001, 0.000, 0.024, 0.002, 0.000, 0.001, 0.001, 0.000, 0.000, 0.001, 0.000, 0.001, 0.008, 0.001, 0.000, 0.000, 0.000, 0.000, 0.006, 0.001, 0.000, 0.000, 0.001, 0.000, 0.000, 0.000, 0.000],
  "e_above_lowest_ev": 4.094,
  "s_squared": 2.01,
  "homo_ev": [-12.8, -12.5],
  "homo_lumo_gap_ha": [0.190, 0.130],
  "total_charge": 2,
  "e_tot_ha": -5066.6851,
  "largest_force_ev_per_a": 3.2,
  "multiplicity": 3
}